1.
Entry from the OMol25 dataset: a molecular structure, C9H28Na2O13P3 at a distorted geometry (ωB97M-V/def2-TZVPD).

For the HOMO energy (spin up / spin down), the calculation gives -3.2 / -8.5 eV. For the strongest force on any atom, the calculation gives 0.1071 Eh/bohr. The lowest unoccupied orbital energy (spin up / spin down) comes out at 0.1 / 0.2 eV. The spin multiplicity is 2. As for the electronic energy: -2686.68835 hartree.

Each line ends with the Löwdin spin population.
Geometry (Å):
O (-4.77, 1.25, 1.61)  0.0001
O (-3.91, -0.38, 3.21)  0.0003
H (0.75, 1.64, 0.36)  0.0003
H (-5.63, 1.16, -0.43)  0.0001
C (-5.37, 1.82, 0.40)  0.0002
C (0.50, 3.49, -2.88)  0.0008
H (-4.20, -2.52, 4.03)  0.0001
P (-4.52, -0.35, 1.77)  0.0003
O (-1.05, 1.94, -0.69)  0.0010
O (-2.29, 2.45, -2.95)  0.0011
O (0.54, -2.44, -0.04)  0.0709
C (-3.61, 1.97, -3.02)  0.0013
H (-4.56, -1.02, 5.08)  0.0000
Na (-0.39, -2.17, -2.14)  0.3753
H (1.58, 3.63, -2.75)  0.0001
C (-2.68, -1.97, 0.78)  0.0059
H (0.04, 0.22, -0.35)  0.0030
H (3.10, -0.56, 3.00)  0.0003
H (8.39, -1.45, 0.73)  0.0000
H (2.61, -1.74, 1.72)  0.0032
H (0.82, -2.13, 0.84)  0.0038
H (-1.63, -1.84, 1.04)  0.0024
H (0.03, 4.08, -2.09)  0.0001
O (-1.34, 0.04, -2.48)  0.0277
H (0.21, 3.85, -3.87)  0.0001
C (-4.06, -1.45, 4.21)  0.0003
H (5.47, 0.66, -2.81)  0.0002
C (7.44, -1.87, 1.05)  0.0012
H (-3.95, 1.35, -2.20)  0.0004
O (0.27, 2.06, -2.78)  0.0044
P (-1.14, 1.49, -2.28)  0.0036
O (4.59, -2.39, -0.14)  0.0361
Na (2.44, -3.76, -0.84)  0.4104
C (2.97, -0.74, 1.93)  0.0054
O (3.96, -0.13, 1.09)  0.0018
H (-3.79, 1.30, -3.86)  0.0004
P (5.10, -1.06, 0.31)  0.0038
H (4.16, -0.42, -2.32)  0.0087
H (-3.02, -1.45, 4.52)  0.0002
H (-4.75, 2.63, 0.02)  0.0000
O (5.71, -0.28, -0.97)  0.0020
H (-0.70, 0.87, 1.07)  0.0006
H (7.58, -2.35, 2.03)  0.0001
O (6.40, -1.05, 1.31)  0.0015
H (4.24, 1.09, -1.62)  0.0004
O (-5.68, -1.21, 1.51)  0.0003
H (-4.36, 2.77, -3.10)  0.0001
C (4.90, 0.30, -1.96)  0.0061
H (-2.58, -2.59, -0.11)  0.0062
H (-6.39, 2.08, 0.67)  0.0000
C (-0.20, 1.16, 0.15)  0.0038
H (2.08, -0.19, 1.64)  0.0009
O (-3.27, -0.67, 0.80)  0.0017
H (7.14, -2.55, 0.26)  0.0006
H (-3.17, -2.56, 1.55)  0.0005

***

2.
Entry from the OMol25 dataset: a molecular structure, C9H28NaO5 at a distorted geometry (ωB97M-V/def2-TZVPD).

For the HOMO energy, the calculation gives -13.6 eV. For the strongest force on any atom, the calculation gives 0.0397 Eh/bohr. The lowest unoccupied orbital energy comes out at -2.4 eV. As for the net charge: +1. The spin multiplicity is 1. As for the electronic energy: -898.00393 hartree.

Each line ends with the natural charge from an NBO analysis.
Geometry (Å):
H (2.71, -0.42, 1.43)  0.2024
H (0.73, -2.41, 4.95)  0.2233
O (1.08, -1.16, -0.46)  -0.7566
H (2.00, 3.24, -0.78)  0.1866
H (-2.42, 2.26, 2.13)  0.4920
Na (-0.68, 0.22, 0.39)  0.9329
C (-0.24, -2.22, 4.49)  -0.6415
O (-2.06, 1.88, 1.33)  -0.7660
H (-3.40, 3.13, 0.53)  0.1858
H (0.66, -0.93, 2.99)  0.1732
O (0.43, 1.96, -1.45)  -0.7549
H (-2.57, -3.23, -1.44)  0.2228
H (2.45, 0.29, -0.99)  0.1878
H (-2.60, -1.53, -3.09)  0.1836
H (-2.06, 0.54, -2.45)  0.4832
H (-1.72, 3.67, 0.17)  0.1799
H (1.55, 2.67, -3.68)  0.1970
H (1.18, -2.11, -0.55)  0.4839
H (2.95, 3.57, -3.04)  0.2344
C (-1.93, -1.39, -2.23)  -0.0703
C (2.39, -0.76, -0.68)  -0.0757
H (-2.35, 2.26, -0.65)  0.1756
H (0.55, -2.54, 2.44)  0.1637
H (-0.67, -1.41, 5.09)  0.2237
H (2.85, 1.87, -2.79)  0.2118
H (0.07, 1.73, -2.30)  0.4729
C (2.24, 2.77, -2.83)  -0.6363
C (3.18, -0.95, 0.60)  -0.6392
H (-0.97, -1.71, -2.62)  0.1707
H (-1.69, -2.42, 2.45)  0.4772
C (-2.50, -2.22, -1.06)  -0.6358
O (-1.86, -0.07, -1.73)  -0.7668
H (4.14, -0.45, 0.47)  0.2238
C (0.02, -1.80, 3.04)  -0.0682
C (-2.38, 2.81, 0.29)  -0.2514
H (3.39, -1.98, 0.91)  0.2147
H (-1.89, -2.27, -0.15)  0.2005
C (1.36, 3.04, -1.64)  -0.0735
H (-3.51, -1.88, -0.82)  0.2256
H (-0.86, -3.11, 4.60)  0.2136
O (-1.24, -1.57, 2.40)  -0.7517
H (2.82, -1.35, -1.49)  0.1726
H (0.85, 4.00, -1.78)  0.1727

***

3.
Entry from the OMol25 dataset: 5 unconnected molecules or ions with the total composition C9H28O5 at a distorted geometry (ωB97M-V/def2-TZVPD).

For the HOMO energy, the calculation gives -9.8 eV. For the strongest force on any atom, the calculation gives 0.0411 Eh/bohr. The lowest unoccupied orbital energy comes out at 0.6 eV. The spin multiplicity is 1. As for the SMILES: CC(C)O.CC(C)O.CO.CO.CO. As for the electronic energy: -735.81416 hartree.

Each line ends with the natural charge from an NBO analysis.
Geometry (Å):
H (-1.93, 0.84, -1.68)  0.4783
C (3.43, -0.57, 3.02)  -0.2374
O (-1.48, 0.60, -2.49)  -0.7529
H (3.14, -1.58, 2.74)  0.1566
H (2.59, 0.04, 3.37)  0.1627
H (-3.34, 1.51, -4.19)  0.2159
H (-1.86, -0.79, 1.67)  0.4810
H (-3.49, -2.19, 3.09)  0.2248
H (-2.61, -0.44, 4.34)  0.1683
O (4.03, -0.03, 1.89)  -0.7433
H (-0.85, 1.48, -5.55)  0.2153
H (-0.57, 0.05, -4.57)  0.2276
H (4.16, -0.65, 3.83)  0.1787
H (3.42, 0.17, 1.17)  0.4832
C (-1.33, 1.65, -3.40)  0.0970
C (2.69, 1.35, -2.26)  -0.2483
C (-1.96, -0.93, 3.63)  0.0899
H (-2.62, 2.92, -4.65)  0.2168
H (-0.31, -1.23, 5.00)  0.2051
C (-0.52, 1.14, -4.57)  -0.6262
C (-2.67, 2.26, -3.78)  -0.6437
C (-0.54, -0.65, 4.11)  -0.6305
C (-2.46, -2.32, 3.43)  -0.6314
H (2.82, 1.11, -3.31)  0.1646
H (-2.45, -2.94, 4.32)  0.2074
H (-1.19, -0.97, -0.92)  0.4852
H (0.76, -2.05, -0.68)  0.1638
H (-3.24, 2.75, -2.99)  0.2134
H (0.51, 1.43, -4.38)  0.2076
H (-1.91, -2.88, 2.68)  0.2020
H (0.25, -0.93, 3.41)  0.1992
H (4.26, 0.33, -1.53)  0.4835
O (-1.04, -1.39, -0.07)  -0.7437
H (-0.67, 2.34, -2.88)  0.1529
H (1.61, 1.25, -2.15)  0.1781
H (0.56, -1.92, 1.06)  0.1815
C (0.34, -1.42, 0.11)  -0.2483
H (2.90, 2.42, -2.19)  0.1629
H (-0.35, 0.38, 4.40)  0.2176
O (-2.22, -0.24, 2.37)  -0.7467
O (3.35, 0.54, -1.33)  -0.7385
H (0.79, -0.44, -0.05)  0.1702